{"formula": "C27H74F6O24PS10", "method": "the ωB97M-V functional and the def2-TZVPD basis", "symbols": ["S", "S", "S", "S", "S", "S", "S", "S", "S", "S", "P", "F", "F", "F", "F", "F", "F", "O", "O", "O", "O", "O", "O", "O", "O", "O", "O", "O", "O", "O", "O", "O", "O", "O", "O", "O", "O", "O", "O", "O", "O", "C", "C", "C", "C", "C", "C", "C", "C", "C", "C", "C", "C", "C", "C", "C", "C", "C", "C", "C", "C", "C", "C", "C", "C", "C", "C", "C", "H", "H", "H", "H", "H", "H", "H", "H", "H", "H", "H", "H", "H", "H", "H", "H", "H", "H", "H", "H", "H", "H", "H", "H", "H", "H", "H", "H", "H", "H", "H", "H", "H", "H", "H", "H", "H", "H", "H", "H", "H", "H", "H", "H", "H", "H", "H", "H", "H", "H", "H", "H", "H", "H", "H", "H", "H", "H", "H", "H", "H", "H", "H", "H", "H", "H", "H", "H", "H", "H", "H", "H", "H", "H"], "xyz": [[-5.9701, 1.2599, 0.3796], [-3.6470, 6.1481, 1.6487], [2.5048, 0.6128, 4.2389], [4.0515, -4.1272, 1.8191], [1.2599, 0.2481, -5.9064], [5.1086, 0.2376, -2.2800], [2.9116, 6.5963, -2.9921], [-6.3937, 0.6501, 4.8307], [-4.3035, -4.2587, 1.4977], [0.2908, -5.7622, -1.2323], [-0.2615, -0.6035, -0.1600], [0.1520, 0.9240, -0.3935], [-0.6551, -2.1448, 0.1225], [-0.6046, -0.2825, 1.3801], [1.2775, -0.9578, 0.2249], [0.1329, -1.0733, -1.6789], [-1.7351, -0.2248, -0.6073], [0.9542, -6.8325, -1.9121], [3.7963, -5.2125, 2.9635], [5.2086, -3.3810, 2.1751], [-2.8827, 4.8632, 2.1388], [1.9351, 2.0673, 3.9592], [0.0612, -5.7482, 0.1616], [-4.1955, -3.9603, 2.9261], [2.3823, 0.8662, -5.2922], [3.1600, 7.0816, -4.2853], [3.9876, -4.8072, 0.5842], [0.1649, 1.0015, -6.4046], [-3.9670, 5.9734, 0.2869], [-1.0962, -5.5255, -1.9417], [6.5391, 0.2505, -1.9412], [2.8287, 5.0520, -3.0761], [-4.6478, 6.3636, 2.6094], [1.7936, 7.0940, -2.2832], [-5.6793, 1.9708, 1.6484], [-4.8815, 0.2205, 4.9303], [3.0708, 0.6241, 5.5219], [3.2281, 0.1949, 3.1155], [-6.8183, 0.7865, 6.1486], [-7.0437, -0.2240, 3.9549], [1.8006, -0.6572, -7.0882], [-2.0642, -4.7292, -3.9392], [-6.2763, 2.2544, 4.1054], [1.1119, -4.2684, -1.7041], [-4.4078, 0.6363, -0.2032], [-1.1656, -5.7809, -3.3835], [4.9622, -0.6739, -3.8125], [5.8962, -5.9224, 4.0201], [0.5533, -0.9756, -4.8417], [3.0856, -1.2533, -7.1016], [0.9957, -0.2970, 4.3645], [4.3830, -1.1410, -1.3894], [2.5692, -3.2015, 2.0985], [1.8602, 4.0531, 2.8290], [-6.0996, 2.5581, -0.8342], [-3.1334, -1.1603, 3.9095], [-1.9902, 4.1661, 1.2286], [-4.1663, -0.0761, 3.6938], [4.3642, 6.7941, -1.9974], [-6.0473, -4.5672, 1.2609], [-2.4235, 7.4054, 1.7907], [2.1467, 4.3369, -1.9901], [2.7658, 2.9867, -1.9408], [-4.2461, -2.6867, 0.6531], [4.5950, -5.1694, 4.1726], [-1.5794, 2.8614, 1.8827], [4.2499, -0.3927, -7.4715], [2.0816, 2.6082, 2.6214], [5.1924, -0.9406, -7.4168], [5.4800, -0.1093, -4.5829], [-7.2225, 2.5299, 3.6603], [-6.2644, -4.6826, 0.1947], [1.3231, 2.1516, 1.9839], [4.3677, -0.9578, -0.3144], [1.7041, -3.7305, 1.7294], [0.2057, 0.3970, 4.6152], [6.4829, -5.9169, 4.9349], [0.9181, 4.2992, 3.3133], [1.9836, 4.6018, 1.8997], [-5.4416, 2.3275, 3.4155], [3.9523, -5.5512, 4.9649], [-6.2903, -5.5196, 1.7318], [1.1669, -0.9436, 5.2247], [-1.1022, 4.7695, 0.9708], [2.4031, 2.3800, -1.1139], [-6.9150, 3.2120, -0.5186], [1.3628, -1.5696, -4.4289], [-2.1832, -4.8631, -5.0117], [5.3936, -1.6745, -3.7241], [-0.0784, -1.5390, -5.5204], [4.0182, 6.6588, -0.9708], [0.6885, -3.4433, -1.1447], [-0.1695, -5.8263, -3.8298], [0.8329, -0.8922, 3.4747], [2.6488, -3.0122, 3.1701], [5.0881, 6.0590, -2.3153], [3.0234, -2.1251, -7.7563], [4.6725, 7.8330, -2.0567], [-2.5894, -1.2910, 2.9633], [1.0664, 4.3024, -2.1366], [-1.5381, -3.7828, -3.7831], [-1.5391, -6.8083, -3.4483], [-4.8613, -0.3818, 2.8981], [-3.7657, 0.8567, 3.2761], [1.1659, -4.1588, -2.7788], [-6.3787, 2.1860, -1.8236], [-4.9722, -1.9866, 1.0645], [-5.1972, 3.1688, -0.8859], [-3.2568, -2.2681, 0.8459], [-2.9860, -4.7003, -3.3716], [-2.3632, -0.8496, 4.6143], [3.3470, -1.2966, -1.6936], [6.4311, -5.5253, 3.1611], [-4.3767, -2.8783, -0.4111], [-6.6543, -3.7839, 1.7107], [2.6508, 4.4466, 3.4768], [-1.9726, 7.3300, 2.7752], [-3.6990, 1.4592, -0.1034], [2.1153, -4.4179, -1.2853], [0.0038, -0.4623, -4.0615], [-6.0121, 2.8979, 4.9462], [-2.4676, 3.9932, 0.2609], [5.0131, -2.0091, -1.5805], [-3.5186, -2.1448, 4.1444], [-4.0245, -0.1564, 0.4238], [-2.8976, 8.3551, 1.5750], [-4.4647, 0.2456, -1.2181], [3.9339, -0.8640, -4.1218], [-2.4544, 2.2448, 2.1273], [3.3086, -1.7494, -6.1441], [3.0643, 2.4850, 2.1778], [3.8525, 3.0652, -1.8902], [5.6754, -6.9737, 3.8005], [2.3019, 4.8959, -1.0715], [-1.6719, 7.1880, 1.0447], [4.8242, -4.1295, 4.4352], [-0.9755, 2.2028, 1.2481], [2.7790, -2.2113, 1.6897], [4.3745, 0.3897, -6.7219], [4.1316, 0.0516, -8.4563], [2.5491, 2.4826, -2.8849], [-1.0317, 2.9923, 2.8213]], "forces_ev_per_angstrom": [[-0.12, -0.20, -0.51], [1.06, -0.37, 0.36], [-2.51, 0.27, 0.06], [-1.14, -0.20, 1.29], [-0.34, -0.75, 0.61], [-1.00, -0.72, -0.04], [0.58, 0.18, 0.68], [1.93, 1.59, -1.43], [-0.31, -0.16, -0.69], [0.67, 1.20, -1.53], [1.31, -1.21, 0.08], [0.46, 0.48, -0.41], [-0.54, -0.26, 0.10], [-0.06, 0.28, 0.40], [0.15, 0.24, 0.44], [-0.37, 0.78, -0.35], [-0.82, -0.27, -0.30], [0.01, -0.55, 0.29], [0.53, -0.56, 0.21], [0.48, 0.57, 0.02], [0.60, -0.33, -0.04], [0.76, -0.14, -0.20], [-0.22, -0.30, 0.70], [0.39, 0.08, 1.38], [0.55, 0.50, 0.42], [0.55, 0.36, -1.65], [-0.02, -0.53, -1.20], [0.02, 0.31, -0.56], [-0.44, 0.03, -1.65], [-0.44, -0.18, -0.27], [0.89, 0.17, 0.15], [-0.64, -0.99, -0.02], [-1.12, 0.40, 1.07], [-1.06, 0.47, 0.92], [0.22, -0.08, -0.60], [0.75, -0.24, -0.33], [1.04, 0.29, 1.71], [1.46, -0.75, -1.78], [-0.99, 0.10, 2.80], [-1.45, -1.69, -1.71], [-0.59, 0.33, -0.87], [0.79, 0.48, -0.02], [0.75, 0.45, 1.36], [0.91, -0.46, 1.30], [0.52, 0.09, 0.05], [0.05, -1.17, 0.82], [0.00, -0.43, -0.89], [-0.64, -0.87, -0.44], [0.51, 0.27, -0.48], [0.90, -1.78, 0.82], [0.44, -0.43, 0.52], [-0.24, -0.07, 0.80], [1.71, 1.02, 0.30], [0.41, 1.44, 0.22], [-0.55, 0.59, -0.54], [0.68, 0.50, -0.48], [0.64, -0.41, -0.46], [-0.35, -0.21, -0.65], [-0.88, 0.30, 0.49], [-0.43, -0.47, -0.58], [0.18, -0.44, -0.11], [0.06, 0.38, 0.46], [0.36, -0.50, -0.58], [0.30, 0.11, 0.01], [0.15, 0.73, 0.28], [-0.28, -0.65, 0.35], [0.24, 0.92, 0.32], [-0.65, -0.02, 0.00], [-0.21, -0.35, -0.25], [0.00, 0.02, -0.11], [0.00, 0.01, -0.13], [-0.01, 0.17, 0.04], [0.11, -0.09, -0.08], [0.12, 0.22, -0.04], [-0.22, 0.05, 0.05], [-0.26, 0.00, -0.21], [0.12, 0.31, 0.01], [-0.18, -0.08, -0.20], [-0.32, 0.06, -0.28], [-0.46, -0.21, 0.16], [-0.01, -0.24, -0.16], [0.15, 0.04, 0.13], [-0.17, -0.15, -0.08], [-0.26, 0.12, 0.50], [-0.13, 0.02, 0.03], [0.03, -0.10, 0.17], [-0.07, -0.17, 0.13], [-0.38, -0.06, -0.01], [0.43, 0.24, 0.24], [-0.23, -0.24, 0.28], [0.28, -0.36, -0.01], [-0.38, 0.21, -0.34], [-0.03, 0.37, 0.12], [-0.27, 0.21, -0.22], [-0.67, -0.29, 0.09], [0.34, 0.10, 0.03], [-0.37, 0.31, -0.38], [0.28, -0.03, -0.34], [-0.13, 0.10, 0.04], [0.12, 0.15, -0.46], [-0.27, 0.15, -0.06], [-0.21, 0.22, -0.25], [-0.20, -0.18, 0.57], [0.30, -0.10, 0.55], [-0.18, 0.07, -0.11], [0.22, -0.20, 0.10], [-0.31, -0.24, -0.03], [0.11, -0.19, 0.11], [0.12, -0.18, -0.21], [-0.32, -0.02, -0.25], [-0.13, -0.02, 0.29], [0.03, 0.00, -0.15], [0.30, 0.13, 0.21], [-0.02, 0.23, -0.07], [0.14, 0.16, 0.01], [-0.08, -0.11, 0.07], [-0.17, 0.27, 0.14], [0.02, 0.03, -0.30], [0.07, 0.08, -0.30], [-0.07, -0.06, 0.12], [-0.38, 0.12, 0.08], [-0.38, -0.02, 0.29], [-0.08, -0.05, -0.02], [-0.34, 0.11, 0.25], [-0.23, -0.11, 0.28], [-0.01, 0.14, 0.16], [-0.06, 0.21, -0.08], [-0.13, 0.58, 0.19], [-0.03, 0.34, -0.06], [-0.27, 0.43, 0.18], [0.15, -0.59, 0.30], [-0.03, 0.02, 0.20], [0.05, 0.09, -0.01], [0.12, 0.09, 0.16], [0.21, 0.08, -0.24], [-0.18, -0.06, -0.20], [-0.02, 0.52, -0.19], [-0.55, -0.12, -0.55], [-0.19, 0.22, -0.21], [0.06, 0.05, -0.07], [-0.03, -0.23, 0.12], [-0.06, 0.25, -0.13]], "total_energy_ev": -212289.0163, "charge": -1}